Here is a molecular structure, C16H20N2OPYb from the Open Molecules 2025 dataset. Energies are from ωB97M-V/def2-TZVPD.

Each line ends with the Mulliken charge.
Positions of all 41 atoms, in Å:
C1 0.049 -0.871 -4.474  -1.171
C2 -0.824 -0.188 -5.324  0.126
C3 -0.877 1.213 -5.313  -0.549
C4 0.057 1.914 -4.479  -0.114
C5 0.925 1.189 -3.679  -0.713
Yb1 -1.019 0.387 -2.837  0.609
P1 -0.512 -2.532 -2.375  -0.179
H1 0.128 -1.969 -4.698  0.344
H2 -1.497 -0.724 -6.011  0.304
H3 -1.550 1.718 -6.012  0.328
H4 1.689 1.663 -3.035  0.253
H5 -0.049 3.019 -4.507  0.281
H6 0.825 -2.485 -1.842  0.060
H7 -0.311 -3.792 -3.024  0.105
H8 -1.202 -3.103 -1.255  0.037
C6 1.275 -0.235 3.759  -0.929
N1 1.441 -0.028 2.335  -0.028
N2 0.372 0.250 1.548  0.370
C7 0.718 0.101 0.225  0.229
O1 -0.103 0.245 -0.749  -0.499
C8 2.115 -0.244 0.262  -0.912
C9 2.471 -0.464 1.579  0.849
C10 3.632 -1.132 2.229  -1.524
C11 -0.901 0.561 2.093  0.370
C12 -0.995 1.516 3.111  -0.085
C13 -2.255 1.807 3.623  -0.598
C14 -3.427 1.352 2.999  -0.512
C15 -3.302 0.457 1.927  -0.546
C16 -2.054 -0.014 1.509  -0.563
H9 0.308 -0.706 3.968  0.371
H10 1.264 0.722 4.292  0.281
H11 2.099 -0.863 4.142  0.334
H12 2.726 -0.342 -0.622  0.544
H13 4.217 -0.464 2.882  0.332
H14 3.259 -1.966 2.847  0.378
H15 4.301 -1.544 1.464  0.348
H16 -0.096 2.024 3.483  0.557
H17 -2.320 2.442 4.504  0.354
H18 -4.410 1.741 3.318  0.375
H19 -4.207 0.139 1.399  0.359
H20 -1.960 -0.796 0.742  0.424

Its LUMO energy (spin up / spin down) is 0.0015 / 0.0007 Eh. As for the multiplicity: 2.

=====

Here is a molecular structure, C26H28DyFNOP2 from the Open Molecules 2025 dataset. Energies are from ωB97M-V/def2-TZVPD.

Each line ends with the Mulliken charge.
Positions of all 60 atoms, in Å:
C1 -1.046 3.430 -2.169  -0.648
C2 -0.818 2.106 -1.797  -0.182
C3 0.523 1.654 -1.749  0.819
C4 1.570 2.460 -2.175  -0.047
C5 1.325 3.788 -2.525  -0.755
C6 0.016 4.272 -2.513  -1.042
C7 2.990 1.911 -2.063  0.127
C8 3.015 0.393 -2.203  -0.158
C9 1.893 -0.319 -1.800  0.895
C10 1.848 -1.734 -1.905  -0.280
C11 3.024 -2.396 -2.253  -0.714
C12 4.188 -1.683 -2.552  -1.060
C13 4.185 -0.288 -2.540  -0.715
H1 -2.071 3.807 -2.179  0.450
H2 2.169 4.424 -2.801  0.472
H3 -0.182 5.308 -2.784  0.387
H4 3.598 2.347 -2.864  1.061
H5 3.025 -3.489 -2.289  0.454
H6 5.100 -2.221 -2.811  0.386
H7 5.078 0.291 -2.783  0.471
N1 0.835 0.398 -1.164  -0.035
Dy1 0.665 0.104 0.835  0.712
C14 -1.949 1.179 -1.390  -1.067
H8 -1.873 0.201 -1.894  0.293
H9 -2.927 1.627 -1.611  0.593
C15 0.565 -2.490 -1.607  -1.050
H10 -0.294 -2.050 -2.143  0.371
H11 0.664 -3.546 -1.895  0.547
P1 -1.935 0.853 0.437  0.939
P2 0.120 -2.487 0.197  0.966
C16 1.277 -3.749 0.827  -1.288
H12 1.361 -3.634 1.916  0.380
H13 0.890 -4.750 0.597  0.386
H14 2.272 -3.622 0.384  0.393
C17 -1.465 -3.386 0.193  -1.361
H15 -1.274 -4.468 0.173  0.476
H16 -2.021 -3.137 1.106  0.357
H17 -2.069 -3.098 -0.677  0.406
C18 -2.561 2.450 1.047  -1.306
H18 -3.584 2.600 0.678  0.433
H19 -2.564 2.447 2.142  0.351
H20 -1.919 3.268 0.699  0.364
C19 -3.387 -0.209 0.698  -1.195
H21 -3.473 -0.433 1.768  0.283
H22 -4.288 0.321 0.360  0.486
H23 -3.279 -1.153 0.151  0.258
C20 3.512 2.252 -0.747  -0.169
O1 3.061 1.900 0.334  -0.506
H24 4.353 2.863 -1.111  0.408
F1 -3.358 -0.571 6.025  -0.338
C21 -2.397 -0.472 5.046  0.397
C22 -1.934 0.789 4.692  -0.634
C23 -1.022 0.880 3.625  -0.282
C24 -0.663 -0.266 2.934  0.035
C25 -1.016 -1.522 3.390  -0.422
C26 -1.946 -1.638 4.441  -0.800
H25 -2.280 1.677 5.220  0.433
H26 -0.625 1.863 3.349  0.550
H27 -0.602 -2.435 2.953  0.279
H28 -2.300 -2.613 4.775  0.436

Its LUMO energy (spin up / spin down) is -0.1539 / -0.1131 Eh. Its total charge is +1. As for the multiplicity: 6.

=====

Here is a molecular structure, C14H17ClF5N4O8S2TeW from the Open Molecules 2025 dataset. Energies are from ωB97M-V/def2-TZVPD.

Each line ends with the Mulliken charge.
Positions of all 53 atoms, in Å:
W1 -1.183 -0.111 -1.237  1.719
O1 -3.312 -0.383 -1.582  -0.603
Cl1 -3.815 -0.348 -0.132  1.264
O2 -4.791 0.667 0.046  -0.474
O3 -2.489 0.108 0.521  -0.614
O4 -1.607 -2.010 -0.670  -0.529
C1 1.829 -1.771 -5.017  -1.017
C2 2.318 -2.131 -3.607  -0.518
C3 1.350 -1.706 -2.616  0.211
N1 0.537 -1.341 -1.901  -0.064
H1 2.573 -2.098 -5.740  0.368
H2 1.696 -0.695 -5.109  0.214
H3 0.885 -2.264 -5.243  0.346
H4 3.251 -1.616 -3.369  0.250
H5 2.484 -3.202 -3.482  0.393
S1 -0.509 -2.127 0.535  0.002
C4 -1.586 -2.202 1.966  0.672
N2 -2.243 -3.321 2.181  -0.129
C5 -3.061 -3.518 3.386  -0.584
C6 -2.428 -2.735 4.527  -0.659
C7 -2.260 -1.278 4.131  -0.583
N3 -1.613 -1.205 2.813  0.073
H6 -2.122 -4.072 1.518  0.271
H7 -3.091 -4.583 3.598  0.406
H8 -4.079 -3.178 3.186  0.289
H9 -1.455 -3.167 4.766  0.317
H10 -3.053 -2.804 5.415  0.361
H11 -1.624 -0.747 4.836  0.378
H12 -3.218 -0.758 4.080  0.343
H13 -1.211 -0.326 2.507  0.119
F1 0.439 1.533 -5.058  -0.384
Te1 0.157 2.304 -3.391  1.874
F2 -1.215 3.246 -4.322  -0.467
F3 -1.941 1.640 -1.253  -0.506
F4 1.472 3.563 -3.783  -0.410
F5 1.685 1.084 -2.958  -0.588
O5 -1.123 0.087 -2.920  -0.598
O6 1.977 -0.483 0.062  -0.553
C8 1.547 0.641 0.099  0.420
N4 0.220 1.025 -0.268  0.216
S2 -0.098 2.634 0.313  1.147
O7 -0.378 3.548 -0.744  -0.685
O8 -1.003 2.489 1.409  -0.653
C9 1.549 2.907 0.830  0.733
C10 2.064 4.095 1.311  -0.975
C11 3.421 4.110 1.603  -0.542
C12 4.213 2.977 1.410  -0.620
C13 3.670 1.801 0.919  -0.543
C14 2.316 1.789 0.623  -0.006
H14 1.444 4.971 1.443  0.519
H15 3.873 5.019 1.976  0.433
H16 5.268 3.023 1.644  0.427
H17 4.272 0.919 0.747  0.534

Its LUMO energy is -0.1629 Eh. Its total charge is +1.

=====

Here is a gas-phase ion, C7H11BrN (charge +1) from the Open Molecules 2025 dataset. Energies are from ωB97M-V/def2-TZVPD.

Each line ends with the Mulliken charge.
Positions of all 20 atoms, in Å:
C1 0.436 1.508 1.291  -1.066
C2 1.455 1.386 2.182  0.234
C3 -0.265 0.274 0.757  0.101
C4 1.827 0.393 3.111  -0.372
C5 0.076 -1.101 0.361  -0.475
C6 -1.300 -0.398 -1.561  -0.983
C7 1.133 0.255 -1.437  -0.865
N1 -0.117 -0.226 -0.697  0.394
Br1 3.194 -0.690 2.968  0.115
H1 0.309 2.487 0.772  0.381
H2 1.905 2.294 2.566  0.383
H3 -1.226 0.365 1.084  0.456
H4 1.088 -1.400 0.413  0.248
H5 -0.578 -1.877 0.565  0.294
H6 -1.840 0.501 -1.701  0.361
H7 -1.015 -0.765 -2.528  0.423
H8 -2.122 -1.084 -1.160  0.339
H9 1.820 -0.612 -1.794  0.314
H10 0.917 1.007 -2.274  0.361
H11 1.736 0.861 -0.713  0.357

Its LUMO energy is -0.1569 Eh. Its total charge is +1.